Molecular formula: C2H4ClN3
Method: DFT, the ωB97M-V functional and the def2-TZVPD basis

The value obtained for the max |F| is 3.65 eV/Å. Its energy above the lowest of the compared OMol25 structures with the same formula, charge and spin is 71.9 kcal per mole. Its gap between HOMO and LUMO is 7.87 eV. The calculation puts the total energy at -19126.778 eV.

Each atom is followed by the atoms it is bonded to, with distances in Å.
Element x y z (Å)
1 Cl -1.902 -2.035 -1.714  C5 1.716
2 N -0.706 1.221 -0.196  N3 1.272, N4 1.332
3 N -1.188 0.158 -0.704  N2 1.272, C5 1.279
4 N 0.509 1.230 0.349  N2 1.332, C6 1.284, H10 1.123
5 C -1.213 -1.096 -0.454  Cl1 1.716, N3 1.279, H7 1.209
6 C 1.348 0.270 0.504  N4 1.284, H8 1.072, H9 1.070
7 H -0.849 -1.892 0.379  C5 1.209
8 H 0.875 -0.685 0.397  C6 1.072
9 H 2.350 0.571 0.728  C6 1.070
10 H 0.775 2.259 0.710  N4 1.123